{"formula": "C4H11NO2", "method": "the ωB97M-V functional and the def2-TZVPD basis", "species": ["C", "C", "C", "C", "N", "O", "O", "H", "H", "H", "H", "H", "H", "H", "H", "H", "H", "H"], "positions_angstrom": [[-0.144, 0.461, -0.350], [-1.877, 0.502, 0.544], [2.999, -0.278, -0.073], [-2.786, -0.534, -0.042], [2.180, 0.896, 0.110], [0.538, 0.427, 0.757], [-0.018, -0.587, -1.211], [0.020, -1.401, -0.688], [-0.140, 1.382, -0.940], [2.469, 1.381, 0.960], [-2.129, 1.530, 0.303], [-1.730, 0.396, 1.615], [4.052, 0.011, -0.190], [2.692, -0.794, -0.986], [2.952, -0.991, 0.764], [-3.789, -0.478, 0.395], [-2.894, -0.390, -1.118], [-2.394, -1.533, 0.152]], "mulliken_charge": [0.127, -0.471, -0.683, -0.944, -0.357, -0.455, -0.487, 0.319, 0.395, 0.255, 0.280, 0.281, 0.335, 0.260, 0.268, 0.362, 0.257, 0.258], "e_tot_ha": -364.089670, "de_lowest_kcal_mol": 112.01, "orbital_gap_ev": [8.84, 8.84], "charge": 0, "e_homo_ev": [-8.4411, -8.4413]}



{"formula": "C4H11NO2", "method": "the ωB97M-V functional and the def2-TZVPD basis", "species": ["C", "C", "N", "O", "H", "H", "H", "H", "H", "C", "C", "O", "H", "H", "H", "H", "H", "H"], "positions_angstrom": [[-1.760, 0.940, 1.493], [-0.593, 0.573, 2.364], [-0.619, -0.707, 2.841], [0.356, 1.311, 2.555], [-1.447, 0.759, 0.460], [-2.046, 1.982, 1.565], [-2.618, 0.280, 1.598], [0.111, -1.005, 3.467], [-1.243, -1.394, 2.467], [1.091, -0.116, -3.066], [1.269, -0.741, -1.690], [0.373, -0.092, -0.745], [2.007, 0.288, -3.496], [0.478, 0.790, -3.010], [0.576, -0.770, -3.766], [0.923, -1.750, -1.733], [2.274, -0.589, -1.312], [0.868, 0.241, 0.008]], "mulliken_charge": [-0.803, 0.613, -0.407, -0.620, 0.222, 0.282, 0.325, 0.224, 0.188, -0.965, -0.268, -0.480, 0.304, 0.300, 0.272, 0.241, 0.327, 0.244], "e_tot_ha": -364.240623, "de_lowest_kcal_mol": 17.29, "orbital_gap_ev": 10.71, "smiles": "CC(N)=O.CCO", "charge": 0, "e_homo_ev": -9.8313}



{"formula": "C4H11NO2", "method": "the ωB97M-V functional and the def2-TZVPD basis", "species": ["C", "C", "O", "C", "O", "H", "H", "H", "H", "H", "H", "C", "N", "H", "H", "H", "H", "H"], "positions_angstrom": [[2.446, 0.010, -0.860], [1.225, -0.041, 0.033], [0.737, 1.251, 0.334], [0.097, -0.980, -0.739], [0.255, -2.192, -0.849], [3.240, 0.595, -0.386], [2.822, -0.995, -1.067], [2.213, 0.503, -1.810], [1.460, -0.541, 0.978], [1.420, 1.939, 0.360], [-0.430, -0.380, -1.498], [-1.962, -0.301, 1.049], [-2.724, 0.460, 0.093], [-1.599, 0.336, 1.863], [-2.552, -1.102, 1.496], [-0.842, -0.641, 0.753], [-3.603, 0.805, 0.468], [-2.201, 1.275, -0.217]], "mulliken_charge": [-1.450, 0.395, -0.511, -0.070, -0.520, 0.422, 0.357, 0.367, 0.250, 0.298, 0.413, -0.481, -0.562, 0.252, 0.387, -0.008, 0.232, 0.229], "e_tot_ha": -364.164238, "de_lowest_kcal_mol": 65.22, "orbital_gap_ev": 9.73, "smiles": "C[C@@H](O)C=O.CN", "charge": 0, "e_homo_ev": -9.0396}



{"formula": "C4H11NO2", "method": "the ωB97M-V functional and the def2-TZVPD basis", "species": ["C", "C", "N", "C", "C", "O", "H", "H", "H", "H", "H", "H", "H", "H", "H", "O", "H", "H"], "positions_angstrom": [[0.743, 0.663, -0.648], [0.034, -0.662, -0.381], [-0.059, -0.921, 1.043], [-1.330, -0.736, -1.057], [-1.501, -1.889, -2.046], [-2.484, -2.033, -2.712], [0.274, 1.393, -0.004], [0.732, 0.930, -1.698], [1.777, 0.601, -0.303], [0.620, -1.479, -0.814], [0.512, -0.349, 1.639], [-0.965, -1.107, 1.433], [-1.680, 0.168, -1.569], [-2.137, -0.946, -0.352], [-0.647, -2.601, -2.034], [1.952, 3.350, 3.019], [1.972, 3.069, 3.947], [2.187, 2.551, 2.537]], "mulliken_charge": [-1.529, 0.773, -0.539, -0.736, 0.056, -0.466, 0.379, 0.390, 0.366, 0.107, 0.166, 0.173, 0.309, 0.259, 0.293, -0.634, 0.324, 0.311], "e_tot_ha": -364.211340, "de_lowest_kcal_mol": 35.66, "orbital_gap_ev": 9.80, "smiles": "C[C@@H](N)CC=O.O", "charge": 0, "e_homo_ev": -9.2562}



{"formula": "C4H11NO2", "method": "the ωB97M-V functional and the def2-TZVPD basis", "species": ["C", "N", "C", "C", "C", "O", "H", "H", "H", "H", "H", "H", "H", "H", "H", "H", "H", "O"], "positions_angstrom": [[1.193, -1.023, 2.169], [0.049, -0.451, 1.471], [0.437, -0.100, 0.204], [-0.513, 0.194, -0.950], [0.298, 0.268, -2.222], [1.117, 1.125, -2.416], [1.030, -1.389, 3.178], [1.638, -1.881, 1.636], [1.984, -0.260, 2.137], [0.484, -1.334, 0.226], [1.264, 0.620, 0.182], [1.008, -1.622, -0.878], [-1.106, 1.102, -0.863], [-1.192, -0.657, -0.986], [0.085, -0.475, -3.018], [-1.446, -0.050, 1.487], [-2.895, 0.588, 1.793], [-2.281, 0.377, 1.086]], "mulliken_charge": [-0.866, -0.494, -0.236, -0.631, -0.063, -0.463, 0.342, 0.324, 0.274, -0.002, 0.316, 0.185, 0.401, 0.367, 0.393, 0.570, 0.277, -0.694], "e_tot_ha": -364.013149, "de_lowest_kcal_mol": 160.03, "orbital_gap_ev": 8.45, "charge": 0, "e_homo_ev": -9.1390}



{"formula": "C4H11NO2", "method": "the ωB97M-V functional and the def2-TZVPD basis", "species": ["C", "C", "N", "O", "H", "H", "H", "H", "H", "C", "C", "O", "H", "H", "H", "H", "H", "H"], "positions_angstrom": [[1.098, 1.885, 1.143], [-0.309, 1.808, 0.646], [-0.577, 2.509, -0.482], [-1.185, 1.228, 1.256], [1.417, 0.924, 1.545], [1.160, 2.587, 1.965], [1.857, 2.149, 0.404], [-1.499, 2.463, -0.877], [0.154, 2.948, -1.024], [0.833, -3.377, -0.753], [-0.003, -2.191, -1.196], [-0.193, -1.246, -0.122], [0.272, -3.984, -0.027], [1.706, -3.021, -0.207], [1.168, -3.957, -1.616], [0.491, -1.639, -2.006], [-0.978, -2.546, -1.531], [-1.068, -1.412, 0.273]], "mulliken_charge": [-1.013, 0.772, -0.409, -0.643, 0.250, 0.292, 0.356, 0.220, 0.188, -0.985, -0.265, -0.441, 0.256, 0.276, 0.346, 0.270, 0.270, 0.260], "e_tot_ha": -364.248349, "de_lowest_kcal_mol": 12.44, "orbital_gap_ev": 10.50, "smiles": "CC(N)=O.CCO", "charge": 0, "e_homo_ev": -9.5978}



{"formula": "C4H11NO2", "method": "the ωB97M-V functional and the def2-TZVPD basis", "species": ["C", "C", "O", "C", "N", "C", "O", "H", "H", "H", "H", "H", "H", "H", "H", "H", "H", "H"], "positions_angstrom": [[-0.435, 1.778, -0.766], [-0.363, 0.858, 0.448], [-1.646, 0.264, 0.652], [0.721, -0.226, 0.372], [0.884, -0.825, 1.678], [0.401, -1.313, -0.661], [0.190, -0.786, -1.961], [-0.595, 2.811, -0.473], [0.454, 1.673, -1.370], [-1.308, 1.524, -1.363], [-0.111, 1.454, 1.331], [-1.811, 0.186, 1.595], [1.638, 0.282, 0.050], [1.747, -1.303, 1.867], [0.070, -1.358, 1.934], [-0.478, -1.825, -0.296], [1.241, -2.004, -0.694], [-0.598, -1.190, -2.343]], "mulliken_charge": [-1.249, 0.218, -0.609, 0.104, -0.678, -0.651, -0.516, 0.328, 0.327, 0.298, 0.312, 0.332, 0.431, 0.239, 0.198, 0.308, 0.296, 0.312], "e_tot_ha": -364.221894, "de_lowest_kcal_mol": 29.04, "orbital_gap_ev": 9.96, "smiles": "C[C@@H](O)[C@@H](N)CO", "charge": 0, "e_homo_ev": -9.1051}



{"formula": "C4H11NO2", "method": "the ωB97M-V functional and the def2-TZVPD basis", "species": ["O", "C", "C", "C", "N", "C", "O", "H", "H", "H", "H", "H", "H", "H", "H", "H", "H", "H"], "positions_angstrom": [[1.872, -0.675, -1.486], [1.999, 0.507, -0.561], [1.681, 0.000, 0.887], [0.308, -0.729, 0.812], [-0.724, -0.039, -0.020], [-2.083, -0.206, 0.426], [-2.932, 0.916, -0.074], [1.666, -0.390, -2.360], [3.032, 0.799, -0.677], [1.224, 1.285, -0.856], [1.687, 0.980, 1.482], [2.460, -0.590, 1.371], [0.048, -0.887, 1.876], [0.191, -1.713, 0.411], [-0.516, 1.012, -0.048], [-2.121, -0.125, 1.589], [-2.493, -1.058, -0.145], [-3.056, 1.608, 0.594]], "mulliken_charge": [-0.516, -0.468, -0.645, -0.544, -0.169, -0.366, -0.550, 0.274, 0.356, 0.291, 0.257, 0.359, 0.389, 0.330, 0.148, 0.289, 0.261, 0.305], "e_tot_ha": -364.165794, "de_lowest_kcal_mol": 64.24, "orbital_gap_ev": 9.74, "smiles": "OCCCNCO", "charge": 0, "e_homo_ev": -8.8947}



{"formula": "C4H11NO2", "method": "the ωB97M-V functional and the def2-TZVPD basis", "species": ["C", "N", "C", "C", "C", "O", "H", "H", "H", "H", "H", "H", "H", "H", "H", "O", "H", "H"], "positions_angstrom": [[-0.018, -1.218, -1.686], [0.438, -1.714, -0.399], [-0.030, -1.006, 0.782], [-1.463, -0.435, 0.763], [1.053, 0.022, 1.088], [0.947, 1.216, 1.078], [-1.012, -1.578, -1.957], [0.652, -1.588, -2.456], [-0.038, -0.134, -1.715], [0.244, -2.702, -0.346], [0.044, -1.690, 1.620], [-1.981, -0.730, 1.675], [-2.004, -0.865, -0.073], [-1.499, 0.646, 0.695], [2.000, -0.472, 1.346], [-0.677, 2.633, -1.101], [-0.477, 2.843, -0.173], [0.046, 2.073, -1.392]], "mulliken_charge": [-0.763, -0.390, 0.226, -1.063, -0.173, -0.447, 0.316, 0.314, 0.115, 0.270, 0.366, 0.333, 0.282, 0.289, 0.339, -0.630, 0.317, 0.301], "e_tot_ha": -364.210590, "de_lowest_kcal_mol": 36.13, "orbital_gap_ev": 9.98, "smiles": "CN[C@H](C)C=O.O", "charge": 0, "e_homo_ev": -9.1943}



{"formula": "C4H11NO2", "method": "the ωB97M-V functional and the def2-TZVPD basis", "species": ["C", "C", "C", "N", "C", "O", "H", "H", "H", "H", "H", "H", "H", "H", "H", "O", "H", "H"], "positions_angstrom": [[-0.140, -0.366, 1.202], [-0.289, 0.265, -0.203], [0.210, -0.649, -1.284], [0.108, -0.057, -2.639], [1.035, 0.935, -2.940], [1.723, 0.955, -3.923], [-1.024, -0.023, 1.744], [-0.162, -1.459, 1.125], [0.649, -0.224, 1.937], [-1.313, 0.616, -0.327], [0.242, 1.222, -0.165], [1.256, -0.855, -1.141], [-0.162, -1.671, -1.304], [-0.143, -0.589, -3.460], [0.946, 1.782, -2.238], [-0.960, -0.331, 4.430], [-0.267, 0.186, 4.860], [-1.710, 0.263, 4.328]], "mulliken_charge": [-1.015, -0.317, -0.658, -0.221, 0.032, -0.514, 0.204, 0.289, 0.332, 0.357, 0.214, 0.322, 0.475, 0.250, 0.255, -0.644, 0.319, 0.319], "e_tot_ha": -364.212087, "de_lowest_kcal_mol": 35.19, "orbital_gap_ev": 10.24, "smiles": "CCCNC=O.O", "charge": 0, "e_homo_ev": -9.5591}



{"formula": "C4H11NO2", "method": "the ωB97M-V functional and the def2-TZVPD basis", "species": ["C", "C", "N", "O", "H", "H", "H", "H", "H", "H", "H", "C", "C", "O", "H", "H", "H", "H"], "positions_angstrom": [[0.551, 0.867, -1.215], [0.406, -0.593, -0.827], [-0.564, -1.250, -1.660], [1.651, -1.244, -0.908], [1.325, 1.352, -0.614], [0.855, 0.973, -2.262], [-0.390, 1.406, -1.068], [0.064, -0.812, 0.260], [-0.094, -1.541, -2.515], [-0.837, -2.121, -1.207], [2.116, -1.063, -1.739], [-0.322, 1.015, 2.230], [-1.246, 0.025, 1.587], [-1.284, -1.175, 1.952], [-0.435, 1.992, 1.755], [0.710, 0.680, 2.103], [-0.556, 1.076, 3.295], [-1.950, 0.415, 0.835]], "mulliken_charge": [-1.200, 0.605, -0.645, -0.582, 0.319, 0.403, 0.292, -0.086, 0.248, 0.278, 0.321, -0.845, 0.129, -0.534, 0.268, 0.302, 0.341, 0.386], "e_tot_ha": -364.203988, "de_lowest_kcal_mol": 40.28, "orbital_gap_ev": 10.35, "smiles": "C[C@@H](N)O.CC=O", "charge": 0, "e_homo_ev": -9.6177}



{"formula": "C4H11NO2", "method": "the ωB97M-V functional and the def2-TZVPD basis", "species": ["C", "C", "O", "O", "H", "H", "H", "H", "C", "C", "N", "H", "H", "H", "H", "H", "H", "H"], "positions_angstrom": [[0.843, 1.423, 2.347], [-0.433, 1.821, 3.048], [-0.944, 2.903, 2.970], [-1.190, 0.703, 3.225], [1.262, 0.414, 2.419], [1.780, 1.935, 2.541], [0.518, 1.405, 1.306], [-2.130, 0.859, 3.385], [-0.187, -2.171, -2.500], [0.489, -1.057, -1.722], [-0.064, 0.284, -1.876], [-0.034, -2.040, -3.571], [-1.268, -2.166, -2.349], [0.182, -3.133, -2.167], [0.496, -1.248, -0.646], [1.545, -0.986, -1.977], [0.187, 0.718, -2.750], [-1.052, 0.335, -1.682]], "mulliken_charge": [-0.836, 0.651, -0.518, -0.454, 0.313, 0.326, 0.188, 0.322, -1.026, -0.326, -0.528, 0.277, 0.294, 0.313, 0.245, 0.346, 0.216, 0.197], "e_tot_ha": -364.226198, "de_lowest_kcal_mol": 26.34, "orbital_gap_ev": 9.85, "smiles": "CC(=O)O.CCN", "charge": 0, "e_homo_ev": -9.1992}



{"formula": "C4H11NO2", "method": "the ωB97M-V functional and the def2-TZVPD basis", "species": ["C", "N", "C", "H", "H", "H", "H", "H", "C", "C", "O", "O", "H", "H", "H", "H", "H", "H"], "positions_angstrom": [[-1.735, 0.805, -0.377], [-1.567, -0.152, 0.464], [-2.614, -1.091, 0.738], [-1.207, 1.749, -0.350], [-2.723, 0.979, -0.820], [-3.604, -0.626, 0.824], [-2.634, -1.874, -0.025], [-2.393, -1.568, 1.696], [2.993, 0.254, -0.130], [1.625, 0.720, 0.321], [0.599, 0.485, -0.835], [0.608, -0.848, -1.423], [3.243, 0.657, -1.109], [3.011, -0.833, -0.191], [3.742, 0.548, 0.605], [1.567, 1.802, 0.438], [1.314, 0.220, 1.240], [-0.224, -1.226, -1.066]], "mulliken_charge": [-0.206, -0.339, -0.827, 0.199, 0.337, 0.328, 0.289, 0.265, -1.099, -0.087, -0.244, -0.383, 0.288, 0.289, 0.387, 0.243, 0.245, 0.312], "e_tot_ha": -364.058312, "de_lowest_kcal_mol": 131.69, "orbital_gap_ev": 10.42, "smiles": "C=NC.CCOO", "charge": 0, "e_homo_ev": -9.4259}